One molecule with the formula C6H11N in a non-equilibrium geometry, computed with ωB97M-V/def2-TZVPD.

Properties
* SMILES: CCC(C)(C)C#N
* E_tot: -7889.77080 eV
* highest occupied orbital energy: -0.382 Eh
* ΔE to the lowest compared entry with this formula, charge and spin: 73.4 kJ/mol

Each line ends with the Mulliken charge.
Geometry (Å):
C (-0.19627, 1.60729, 1.37940)  -1.110
C (0.47622, 1.12023, 0.20275)  -0.600
C (0.08578, -0.54127, -0.23053)  1.587
C (0.98742, -1.07079, -1.33986)  -1.735
C (-1.38831, -0.70625, -0.59740)  -1.565
C (0.37566, -1.19790, 0.98618)  -0.036
N (0.61011, -1.71327, 1.98104)  -0.552
H (-1.27053, 1.69486, 1.28810)  0.306
H (0.17296, 2.74269, 1.44224)  0.300
H (0.04771, 1.08861, 2.29233)  0.367
H (1.55380, 1.16060, 0.29029)  0.356
H (0.19138, 1.64471, -0.70226)  0.373
H (2.04456, -0.97477, -1.07944)  0.372
H (0.78335, -2.12432, -1.55300)  0.412
H (0.80757, -0.49355, -2.25170)  0.380
H (-1.61550, -1.74591, -0.85023)  0.420
H (-2.05505, -0.40488, 0.21441)  0.373
H (-1.61086, -0.08608, -1.47232)  0.351

---

A 2-piece molecular cluster, C2H6N2OS overall in a non-equilibrium geometry, computed with ωB97M-V/def2-TZVPD.

Properties
* SMILES: O/N=N\S.C=C
* E_tot: -18029.55290 eV
* highest occupied orbital energy: -0.347 Eh
* ΔE to the lowest compared entry with this formula, charge and spin: 506.8 kJ/mol

Each line ends with the Mulliken charge.
Geometry (Å):
O (-0.38993, 3.44490, 1.05403)  -0.366
N (-1.43336, 2.80310, 0.38502)  -0.120
N (-1.84108, 1.74852, 0.78276)  0.066
S (-1.38447, 0.72807, 2.03819)  -0.108
H (-0.50858, 4.35963, 1.20552)  0.344
H (-1.85882, -0.39329, 1.41056)  0.168
C (1.14300, -0.71793, -0.47721)  -0.383
C (0.11089, -1.48483, -0.72207)  -0.401
H (1.01789, 0.01077, 0.20868)  0.209
H (2.02081, -0.69625, -1.05311)  0.245
H (0.23119, -2.19696, -1.40785)  0.313
H (-0.89359, -1.18756, -0.37145)  0.034

---

Q: highest occupied orbital energy of number 1 (C6H11N)?
A: -0.382 Eh